Entry 1:
18
Properties=species:S:1:pos:R:3:forces:R:3 method="wB97M-V/def2-TZVPD" total_charge=+1 lumo_ha=-0.125 homo_ev=-13.17
C 0.618 0.454 1.037 2.8 -1.7 0.6
C 0.226 -0.960 0.589 0.3 -2.3 3.0
C 0.565 -1.326 -0.795 4.2 0.7 -0.2
C 1.784 -0.839 -1.269 -2.6 -1.2 -3.5
N -0.108 1.372 0.149 0.9 0.2 -2.2
H 0.523 0.628 2.167 -0.4 0.0 -1.9
H 1.728 0.621 0.770 -1.7 -0.3 0.9
H 0.691 -1.791 1.291 -0.8 1.8 -1.0
H -0.842 -1.120 0.731 -0.2 0.2 0.2
H 0.099 -2.244 -1.205 -0.2 1.4 -0.5
H 1.878 -0.850 -2.412 0.3 -0.9 1.7
H 2.684 -0.381 -0.879 -0.7 0.6 0.9
H -0.973 0.873 -0.269 0.4 1.5 1.1
H -0.216 2.224 0.713 -0.8 0.1 -1.1
H 0.538 1.527 -0.726 -1.6 0.0 2.0
H -2.958 0.102 0.660 -0.1 0.9 -1.9
H -3.422 1.157 -0.321 -5.5 5.3 -0.8
O -2.816 0.553 -0.230 5.6 -6.3 2.7

---

Entry 2:
18
Properties=species:S:1:pos:R:3:forces:R:3 method="wB97M-V/def2-TZVPD" total_charge=+1 lumo_ha=-0.172 homo_ev=-15.17
C 0.663 -0.552 2.674 -1.2 0.7 0.0
C 0.040 -0.983 1.300 3.3 -1.1 1.2
C -0.267 0.174 0.391 -0.4 0.6 1.1
C 0.347 -0.339 -1.906 -0.4 -0.1 -0.6
N -0.487 -0.366 -0.951 0.1 0.6 0.0
H 1.108 0.449 2.656 -0.2 0.0 -0.3
H 1.500 -1.183 2.945 -0.2 -0.4 0.2
H -0.115 -0.529 3.443 0.4 -0.1 0.1
H -0.684 -1.787 1.395 -0.8 0.5 0.1
H 0.921 -1.572 0.976 -0.5 0.4 -1.1
H 0.494 0.959 0.406 0.4 -0.5 -0.5
H -1.109 0.711 0.847 -0.5 -0.3 -0.9
H 1.200 0.312 -1.980 0.4 -0.1 0.8
H 0.183 -0.989 -2.755 -0.4 0.2 -0.2
H -1.384 -0.798 -1.135 0.1 -0.6 0.3
H -0.169 2.655 -2.744 0.1 0.6 -0.5
H -1.467 1.852 -3.118 0.6 0.5 0.3
O -0.775 1.986 -2.442 -0.7 -0.9 -0.1

---

Entry 3:
19
Properties=species:S:1:pos:R:3:forces:R:3 method="wB97M-V/def2-TZVPD" total_charge=-1 lumo_ha=0.147 homo_ev=-2.91
C 2.292 0.681 -1.063 -1.0 -2.2 2.1
C 2.328 0.604 0.563 1.5 2.0 0.1
N 0.997 0.606 1.209 1.9 0.1 0.0
C 0.288 -0.610 0.915 -0.8 -0.3 0.0
C -1.301 -0.343 1.099 2.2 0.1 -3.4
O -1.685 0.179 -0.130 -0.3 0.2 1.6
H 1.248 0.267 -1.278 1.5 0.8 -0.4
H 2.430 1.645 -1.482 0.0 0.9 -0.3
H 3.067 -0.035 -1.430 -0.6 0.6 -0.1
H 2.895 1.519 1.096 -0.9 -1.8 -1.6
H 2.997 -0.299 0.752 -1.4 0.9 0.5
H 0.505 1.441 0.903 -0.2 -0.4 -0.2
H 0.588 -0.875 -0.192 -1.4 -0.4 2.1
H 0.663 -1.366 1.652 -0.1 0.1 -0.6
H -1.483 0.291 1.953 0.2 0.7 0.8
H -1.769 -1.281 1.335 -0.5 -1.1 0.2
H -2.299 -1.156 -1.240 1.2 -0.3 1.9
H -2.804 -0.039 -1.860 0.1 -0.2 -0.3
O -2.647 -0.972 -2.089 -1.5 0.4 -2.3

---

Entry 4:
19
Properties=species:S:1:pos:R:3:forces:R:3 method="wB97M-V/def2-TZVPD" multiplicity=2 lumo_ha="0.029 / -0.053" homo_ev="-8.92 / -8.94"
C -0.460 -2.243 -0.294 -0.9 0.2 1.2
C 0.793 -1.545 0.167 0.8 -0.2 -1.5
C 1.381 -0.530 -0.480 -0.4 0.7 1.3
N -0.671 0.571 -1.390 0.5 0.6 -0.4
C 0.751 0.644 -1.196 0.2 -1.4 -1.2
H -1.313 -1.565 -0.340 0.1 0.1 -0.2
H -0.780 -3.001 0.425 0.2 -0.1 0.0
H -0.353 -2.741 -1.255 0.2 0.1 -0.1
H 1.435 -2.022 0.900 -0.1 -0.4 -0.1
H 2.422 -0.313 -0.253 -0.1 0.1 0.3
H -0.913 1.243 -2.122 0.0 -0.1 -0.1
H 1.209 0.737 -2.194 0.2 0.4 0.2
H 1.026 1.516 -0.585 -0.2 0.2 -0.1
H 0.601 2.317 2.922 0.4 -0.1 -0.1
H -0.299 1.642 1.926 0.5 -0.4 -0.4
O 0.653 1.724 2.161 -0.7 0.5 0.4
H -2.491 1.523 0.904 -0.1 0.0 -0.3
H -1.360 0.940 -0.143 -0.9 -0.2 1.5
O -1.631 1.103 0.848 0.1 0.0 -0.3

---

Entry 5:
19
Properties=species:S:1:pos:R:3:forces:R:3 method="wB97M-V/def2-TZVPD" total_charge=+1 lumo_ha=-0.109 homo_ev=-14.38
C 0.031 0.729 -0.055 0.1 0.8 0.8
C 0.530 -0.571 -0.652 -0.1 -0.1 -1.3
C -0.331 -0.961 -1.876 0.4 -0.5 0.4
C -1.771 -1.211 -1.565 -0.4 1.6 -0.1
O -2.236 -1.092 -0.449 0.1 -0.4 0.2
N -0.771 0.487 1.204 -0.5 -0.4 -0.8
H -0.629 1.239 -0.749 -0.3 0.0 0.0
H 0.750 1.493 0.224 0.6 -0.4 -0.1
H 0.595 -1.395 0.054 0.0 0.1 0.2
H 1.510 -0.433 -1.109 0.2 0.1 0.5
H 0.088 -1.835 -2.385 0.0 0.0 0.0
H -0.261 -0.148 -2.605 -0.3 -0.1 -0.1
H -2.478 -1.238 -2.409 0.1 -0.7 -0.1
H -1.498 -0.172 0.854 -0.1 -0.2 0.4
H -0.227 0.066 1.958 0.2 0.1 -0.1
H -1.237 1.327 1.540 0.2 0.1 0.1
H 2.774 1.920 2.324 -0.3 -0.2 -0.1
H 2.878 0.690 3.169 -0.3 -0.1 -0.1
O 2.284 1.106 2.526 0.5 0.3 0.1

---

Entry 6:
19
Properties=species:S:1:pos:R:3:forces:R:3 method="wB97M-V/def2-TZVPD" total_charge=+1 lumo_ha=-0.120 homo_ev=-14.68
C 1.142 0.395 -1.524 2.5 -1.6 2.4
C -1.821 1.439 0.162 -0.5 0.2 -3.2
C 0.784 -0.612 1.874 -3.1 4.9 2.3
C 0.713 -0.485 -0.390 1.0 -0.5 -0.9
N 0.359 -1.776 -0.361 1.0 0.8 -2.5
O -1.435 0.138 -0.322 -2.0 0.5 -1.2
O 1.082 0.123 0.684 -0.9 -1.5 0.2
H 0.524 1.185 -1.614 -1.9 3.1 0.5
H 1.140 0.062 -2.478 0.2 -2.1 -2.9
H 2.186 0.698 -1.229 -1.1 -0.1 -0.5
H -1.144 1.547 0.920 1.2 1.5 2.1
H -2.852 1.584 0.367 -1.0 -0.8 1.2
H -1.802 2.133 -0.714 1.2 0.1 0.9
H -0.385 -0.602 2.078 2.5 -0.4 -0.7
H 1.218 0.127 2.563 -0.3 -0.9 0.6
H 1.248 -1.510 1.999 1.3 -2.5 0.0
H 0.568 -2.337 0.436 -0.2 -0.2 0.5
H -1.906 0.167 -1.180 0.5 -1.1 0.4
H 0.380 -2.276 -1.269 -0.2 0.6 1.0

---

Entry 7:
19
Properties=species:S:1:pos:R:3:forces:R:3 method="wB97M-V/def2-TZVPD" total_charge=+1 lumo_ha=-0.113 homo_ev=-14.00
C 0.121 0.586 1.282 0.0 1.1 0.1
C -1.269 0.622 0.636 1.8 0.9 -0.5
C -1.343 1.580 -0.560 -0.4 -0.1 -0.5
C -0.628 1.164 -1.820 0.3 -0.3 0.4
O 0.492 0.701 -1.787 -0.1 -0.1 -0.2
N 1.082 -0.354 0.669 1.3 -1.2 0.2
H 0.575 1.576 1.282 0.0 0.1 -0.6
H 0.091 0.425 2.360 -0.2 -0.9 -0.1
H -1.544 -0.372 0.282 -0.6 0.0 0.6
H -1.859 1.113 1.400 -0.8 -0.7 0.1
H -2.395 1.745 -0.755 -0.2 0.1 -0.3
H -0.935 2.566 -0.344 0.1 0.2 0.3
H -1.132 1.291 -2.784 -0.1 0.2 -0.1
H 1.340 -0.300 -0.323 -1.1 1.0 -0.4
H 0.795 -1.342 0.784 0.3 -0.1 0.3
H 2.011 -0.243 1.086 -0.2 -0.3 0.5
H 0.371 -3.779 0.549 0.2 -0.2 0.3
H 1.186 -3.538 1.878 -0.2 -0.4 0.0
O 1.091 -3.281 0.957 -0.1 0.8 -0.3

---

Entry 8:
20
Properties=species:S:1:pos:R:3:forces:R:3 method="wB97M-V/def2-TZVPD" total_charge=-1 lumo_ha=0.105 homo_ev=-3.88
C -0.551 0.289 1.395 1.2 2.0 0.6
O 0.124 -0.279 2.394 0.4 -2.2 1.9
C 0.002 -0.112 0.067 0.4 -0.5 -3.0
C -0.138 0.929 -1.180 2.2 -0.8 2.9
C 0.036 0.112 -2.357 -0.1 -2.5 -2.2
S 0.814 0.858 -3.840 -1.0 -1.1 -1.7
N 1.390 -0.684 0.068 0.8 1.0 0.9
H -1.614 0.260 1.394 -1.7 -0.9 -0.1
H -0.416 1.346 1.647 0.1 1.2 -1.2
H -0.402 -1.059 -0.354 -1.2 0.6 0.7
H -0.912 1.633 -1.283 -1.7 0.4 0.5
H 0.718 1.587 -1.082 0.5 0.1 0.2
H -0.959 -0.322 -2.727 1.2 0.8 0.2
H 0.657 -0.796 -2.140 -0.4 1.0 0.0
H 1.566 1.897 -3.588 0.3 0.6 1.2
H 2.149 0.021 0.283 -1.4 -0.9 0.1
H 1.352 -1.369 0.864 0.3 1.2 -0.8
H -1.981 -1.319 3.683 -4.7 3.2 0.3
H -0.551 -1.135 3.076 -0.4 -0.6 0.3
O -1.286 -1.857 3.679 5.1 -2.6 -0.6

---

Entry 9:
20
Properties=species:S:1:pos:R:3:forces:R:3 method="wB97M-V/def2-TZVPD" total_charge=-1 lumo_ha=0.116 homo_ev=-3.05
C -0.587 -0.229 -0.325 0.7 0.2 -0.4
N -0.329 1.181 -0.610 -1.0 0.7 0.1
C -1.658 1.939 -0.139 0.7 0.7 -0.5
O -1.948 1.761 1.112 -0.4 -0.5 0.3
C 0.606 -1.142 -0.583 0.1 0.1 -0.2
C 1.672 -0.972 0.500 -0.4 -0.5 0.1
S 1.126 -1.792 2.063 0.3 0.4 0.1
H -0.966 -0.417 0.677 -0.2 0.1 0.2
H -1.365 -0.496 -1.044 -0.2 -0.1 0.1
H 0.313 1.684 0.006 0.2 -0.9 0.2
H -1.406 3.030 -0.347 0.0 -0.5 -0.5
H -2.384 1.597 -0.943 0.0 0.1 0.4
H 1.054 -0.947 -1.565 0.0 0.2 0.1
H 0.222 -2.162 -0.645 0.2 -0.2 0.3
H 1.866 0.090 0.613 0.0 0.0 0.4
H 2.628 -1.451 0.297 -0.1 0.0 -0.3
H 0.761 -0.719 2.788 0.0 -0.1 -0.2
H -0.766 1.508 -3.641 0.3 -0.3 0.3
H -0.002 0.769 -2.528 -0.2 0.6 0.4
O -0.079 0.840 -3.497 -0.1 -0.1 -0.7

---

Entry 10:
20
Properties=species:S:1:pos:R:3:forces:R:3 method="wB97M-V/def2-TZVPD" multiplicity=2 lumo_ha="0.024 / -0.099" homo_ev="-9.68 / -9.58"
C 0.110 -0.390 -1.011 -2.9 1.3 -1.7
N -0.305 0.722 -0.133 -1.5 -1.1 1.7
C -1.768 0.999 -0.303 1.7 -0.6 -1.7
O -2.612 -0.069 -0.066 -0.3 -1.8 1.4
C 1.225 -1.222 -0.543 -1.0 -3.3 0.5
C 1.153 -1.609 0.980 0.2 0.1 -0.4
S -0.464 -2.223 1.693 1.3 0.4 -0.6
H -0.815 -1.011 -1.253 1.2 0.3 0.4
H 0.266 0.213 -1.925 0.6 -1.0 -0.2
H -0.301 0.381 0.862 0.4 0.5 -1.1
H -1.953 1.846 0.301 -0.5 1.0 0.8
H -1.989 1.194 -1.360 0.4 0.7 0.1
H 2.169 -0.794 -0.662 1.6 0.9 -0.3
H 1.257 -2.229 -1.144 -0.2 1.9 1.0
H 1.457 -0.717 1.587 -0.4 -0.7 -0.2
H 1.955 -2.359 1.066 -0.5 0.1 0.6
H -2.238 -0.729 0.579 -0.3 1.1 -0.7
H 0.466 2.840 1.022 -0.9 -0.1 0.5
H 1.123 2.254 -0.216 -0.1 0.8 1.3
O 1.264 2.900 0.527 1.2 -0.3 -1.5

---

Entry 11:
20
Properties=species:S:1:pos:R:3:forces:R:3 method="wB97M-V/def2-TZVPD" multiplicity=2 lumo_ha="0.028 / -0.088" homo_ev="-9.71 / -9.65"
C -2.486 0.100 0.308 2.8 -2.0 2.5
O -2.873 -0.987 -0.935 -0.1 3.2 2.2
C -1.216 0.846 0.003 2.2 1.1 -2.9
C -0.164 -0.005 -0.820 -0.2 -1.9 2.8
C 1.247 0.557 -0.795 0.9 1.0 0.9
O 1.843 0.301 0.501 -0.8 0.3 -1.5
N -0.593 1.469 1.159 0.3 -0.4 0.6
H -2.309 -0.651 1.065 0.5 -0.2 0.2
H -3.299 -0.081 -0.615 -2.5 -1.3 -3.4
H -3.285 0.651 0.851 -0.1 0.3 -1.3
H -1.321 1.647 -0.777 -0.9 -0.2 0.8
H -0.014 -0.991 -0.275 -0.6 0.6 -0.9
H -0.512 -0.165 -1.815 -0.1 -0.2 -0.7
H 1.863 0.049 -1.553 -0.2 0.1 0.2
H 1.254 1.657 -0.956 0.0 -0.5 -0.1
H -0.957 0.988 1.965 0.1 0.1 0.6
H 0.451 1.341 1.186 -1.4 0.2 -0.1
H 4.017 -1.885 1.218 0.2 -0.3 -0.3
H 3.011 -1.123 0.447 0.0 -0.3 -0.4
O 3.671 -1.831 0.316 -0.2 0.5 0.7

---

Entry 12:
20
Properties=species:S:1:pos:R:3:forces:R:3 method="wB97M-V/def2-TZVPD" total_charge=+1 lumo_ha=-0.106 homo_ev=-14.02
C 1.272 -1.308 -0.452 -0.9 -1.0 1.9
O 2.562 -0.717 -0.381 1.8 -2.5 -0.7
C 0.323 -0.190 -0.904 -0.8 -1.8 -0.8
C -1.146 -0.716 -0.797 -0.9 1.4 2.3
C -2.251 0.415 -0.659 0.9 -0.9 -0.2
O -2.037 1.602 -0.555 -0.1 -1.2 0.0
N 0.658 1.011 0.051 2.0 -2.0 -5.3
H 0.808 -1.674 0.652 1.6 1.0 -2.5
H 1.250 -2.253 -1.053 -0.1 1.1 0.2
H 3.293 -1.401 -0.665 -2.2 2.0 0.9
H 0.391 0.056 -2.055 0.7 0.3 2.6
H -1.339 -1.520 0.020 0.4 1.4 -1.2
H -1.508 -1.127 -1.715 0.4 -0.7 -0.9
H -3.252 -0.074 -0.795 0.2 0.8 0.3
H 0.097 1.660 -0.400 -1.2 2.7 -0.8
H 0.327 0.990 0.951 -1.0 -0.6 3.5
H 1.672 1.216 -0.053 -0.8 -0.2 0.3
H -0.927 1.938 2.973 1.4 -1.4 -1.4
H 0.095 0.806 3.326 -0.7 1.0 -2.0
O -0.287 1.287 2.510 -0.8 0.4 3.7

---

For reference, energy by record: -289.26426 -289.30893 -364.78496 -364.72556 -364.60167 -364.51849 -364.59643 -762.97854 -763.02096 -762.93661 -439.85114 -439.78884 Ha.